1.
13 unconnected molecules or ions with the total composition C36H64N13O15. Source: the Open Molecules 2025 dataset; level of theory: wB97M-V/def2-TZVPD.

Each line ends with the Mulliken charge.
Positions of all 128 atoms, in Å:
C: 0.333 -1.514 1.726  -0.8412
C: 0.321 -0.559 0.432  2.7210
C: -0.771 0.428 0.661  -0.9963
C: -0.641 1.500 1.762  -0.3617
C: 0.739 1.741 2.188  -1.1354
C: 1.787 1.456 1.069  2.0525
N: 1.727 0.106 0.426  1.5498
O: 2.748 -0.362 -0.205  -0.3728
C: 3.133 1.531 1.734  -1.9029
C: 1.854 2.572 0.036  -2.3459
C: 0.182 -1.378 -0.827  -2.7994
H: 1.155 -2.193 1.561  0.8336
H: -0.575 -2.259 1.978  -0.4782
H: 0.234 -0.980 2.572  -0.1730
H: -1.615 -0.116 0.737  1.7621
H: -0.786 1.050 -0.288  -0.9957
H: -1.227 1.107 2.502  0.6896
H: -0.938 2.246 1.262  -0.4817
H: 0.854 1.155 2.969  0.4229
H: 0.926 2.690 2.746  -0.3946
H: 3.371 2.427 2.410  0.2765
H: 3.983 1.366 1.223  0.3655
H: 3.093 0.696 2.350  0.5805
H: 2.671 2.503 -0.735  0.0784
H: 1.891 3.339 0.555  1.1507
H: 1.085 2.506 -0.656  0.2156
H: 0.925 -2.125 -0.969  0.5870
H: 0.229 -0.948 -1.745  0.8417
H: -0.771 -1.883 -0.835  0.0607
N: -4.202 0.002 -3.851  0.1704
C: -3.515 -0.072 -5.032  -1.0089
C: -2.149 0.467 -4.739  -0.2755
C: -2.246 0.969 -3.229  0.8120
C: -3.508 0.766 -2.882  -0.5509
H: -5.115 -0.329 -3.823  0.2090
H: -3.971 -0.415 -6.046  0.3054
H: -1.140 0.664 -5.299  0.1173
H: -1.423 1.466 -2.576  0.0455
H: -4.142 0.886 -1.909  0.1092
N: 2.164 7.214 2.723  -0.0487
C: 3.354 6.837 3.257  -0.4349
C: 3.183 5.656 4.226  -0.5691
C: 1.816 5.253 3.863  0.3844
C: 1.180 6.177 2.975  -0.7852
H: 1.988 8.070 2.232  0.2022
H: 4.378 7.500 3.211  0.2811
H: 3.723 5.016 4.896  0.4314
H: 1.226 4.247 4.283  0.1654
H: 0.122 6.269 2.628  0.4637
N: -5.368 0.249 0.511  -0.0464
C: -5.102 1.627 0.666  -0.8613
C: -4.149 1.608 1.840  -0.7411
C: -3.896 0.183 2.250  -0.0539
C: -4.678 -0.636 1.364  -0.5743
H: -5.822 0.138 -0.320  0.2961
H: -5.436 2.536 0.210  0.4505
H: -3.549 2.444 2.099  0.6478
H: -3.192 -0.197 3.062  0.4468
H: -4.864 -1.734 1.317  0.5143
N: 5.335 -2.330 -4.275  -0.0240
C: 3.973 -2.318 -4.541  -1.0419
C: 3.274 -2.454 -3.240  0.3116
C: 4.321 -2.626 -2.229  -1.2071
C: 5.611 -2.619 -3.017  -0.8037
H: 6.210 -2.252 -5.100  0.3755
H: 3.584 -2.086 -5.434  0.6563
H: 2.296 -2.474 -2.930  0.3889
H: 4.083 -2.581 -1.274  0.9923
H: 6.582 -2.681 -2.455  0.3542
N: 0.771 -2.329 4.960  0.0423
C: 1.459 -1.097 5.180  -0.8387
C: 0.368 -0.168 5.806  -0.6549
C: -0.893 -0.945 5.835  -0.8425
C: -0.547 -2.347 5.237  -0.3381
H: 1.472 -3.027 4.595  0.3288
H: 2.416 -0.710 5.071  0.4971
H: 0.507 0.819 6.218  0.5148
H: -1.791 -0.797 6.312  0.6464
H: -0.944 -3.347 5.186  0.6592
C: -3.935 -4.648 3.937  -0.9353
N: -3.643 -3.225 3.521  0.7835
O: -3.622 -2.385 4.425  -0.4690
O: -3.035 -3.062 2.522  -0.3267
H: -4.800 -4.639 4.537  0.3976
H: -3.213 -5.023 4.812  0.2362
H: -3.717 -5.369 3.123  0.3486
C: -0.223 -2.162 -5.389  0.0480
N: 0.234 -3.418 -6.159  0.9488
O: -0.620 -4.115 -6.651  -0.5749
O: 1.446 -3.584 -6.217  -0.5616
H: 0.357 -1.254 -5.854  0.1270
H: 0.168 -2.186 -4.389  -0.2441
H: -1.339 -2.253 -5.410  0.2686
C: -1.716 5.347 1.298  -0.7396
N: -2.502 4.749 0.098  0.7916
O: -3.567 5.308 -0.093  -0.5018
O: -1.948 3.790 -0.551  -0.4292
H: -2.163 4.883 2.242  0.3921
H: -1.735 6.477 1.486  0.4047
H: -0.738 5.181 1.318  0.0273
C: -4.492 -2.814 -1.831  -0.9266
N: -3.249 -3.426 -2.320  0.8463
O: -2.331 -3.551 -1.512  -0.5140
O: -3.022 -3.571 -3.555  -0.4996
H: -4.681 -3.750 -1.235  0.3471
H: -5.228 -2.836 -2.445  0.5090
H: -4.530 -1.846 -1.353  0.1734
C: 1.031 2.283 -4.914  -1.3583
N: 1.837 1.386 -4.244  0.9403
O: 1.502 0.779 -3.240  -0.2219
O: 2.945 1.188 -4.794  -0.4721
H: -0.003 2.335 -4.706  0.4404
H: 0.913 2.173 -5.897  0.5011
H: 1.364 3.451 -4.704  0.2472
C: 5.117 1.075 -2.231  -0.4064
N: 6.452 0.662 -2.398  1.1263
O: 7.046 0.930 -3.352  -0.6235
O: 7.066 0.322 -1.440  -0.6220
H: 5.071 1.833 -3.061  0.2180
H: 5.121 1.550 -1.267  0.2260
H: 4.423 0.165 -2.264  0.0496
C: -0.430 -5.357 1.570  -0.5891
N: -0.053 -5.524 2.963  0.9244
O: 0.959 -4.888 3.383  -0.5480
O: -0.818 -6.241 3.644  -0.5336
H: 0.457 -4.667 1.225  0.2603
H: -1.124 -4.532 1.770  -0.0152
H: -0.703 -6.118 1.108  0.5012

Cartesian forces (eV/Å) of the 2 atoms listed first:
C -1.40 -2.98 -3.10
C 0.72 -2.29 1.11

Charge: +1
Max |F| (eV/Å): 12.4
Energy above the lowest of the compared OMol25 structures with the same formula, charge and spin (kcal per mole): 40.78

=====

2.
3 unconnected molecules or ions with the total composition C2H10N5. Source: the Open Molecules 2025 dataset; level of theory: wB97M-V/def2-TZVPD.

Each line ends with the natural charge from an NBO analysis.
Positions of all 17 atoms, in Å:
C: 2.310 0.235 0.183  0.7144
C: -1.800 1.171 0.619  -0.4522
N: 0.013 1.076 -0.924  -0.1543
N: 1.682 1.250 0.022  -0.6824
N: 2.701 -0.810 0.535  -0.6127
N: -0.454 -2.148 -0.377  -1.0694
N: -0.903 0.505 -0.328  -0.2338
H: -1.254 1.058 1.501  0.2277
H: -1.887 2.203 0.423  0.2243
H: -2.790 0.674 0.595  0.2466
H: -0.058 2.038 -0.910  0.3428
H: 1.893 2.167 0.082  0.4208
H: -0.631 -2.084 0.586  0.3805
H: 3.042 -1.558 0.058  0.4187
H: 0.316 -2.655 -0.707  0.3960
H: -1.284 -2.604 -0.697  0.3845
H: -0.897 -0.517 -0.661  0.4485

Cartesian forces (eV/Å) of the 2 atoms listed first:
C -0.22 1.27 0.21
C -0.48 -1.84 -0.99

Charge: +1
Max |F| (eV/Å): 3.6
Energy above the lowest of the compared OMol25 structures with the same formula, charge and spin (kcal per mole): 124.13

=====

3.
A molecular structure, C9H20F8N5NaO16S8. Source: the Open Molecules 2025 dataset; level of theory: wB97M-V/def2-TZVPD.

Each line ends with the natural charge from an NBO analysis.
Positions of all 67 atoms, in Å:
Na: 18.299 13.581 -0.068  0.8946
C: 19.245 14.341 3.357  -0.5961
C: 20.327 14.310 4.450  -0.4297
C: 21.320 15.511 4.375  -0.2282
N: 22.509 15.478 5.344  -0.2100
C: 21.930 15.398 6.762  -0.2273
C: 23.074 15.323 7.844  -0.4102
C: 23.996 16.523 7.796  -0.4100
C: 24.509 16.714 6.396  -0.4236
C: 23.406 16.772 5.302  -0.1968
C: 23.316 14.170 5.006  -0.4067
H: 18.890 15.353 3.160  0.2409
H: 18.395 13.722 3.642  0.2536
H: 19.680 13.943 2.440  0.2037
H: 20.816 13.345 4.317  0.2212
H: 19.821 14.228 5.412  0.2026
H: 20.821 16.457 4.583  0.2231
H: 21.723 15.660 3.374  0.2521
H: 21.369 16.306 6.984  0.2177
H: 21.240 14.584 6.985  0.2497
H: 22.570 15.244 8.807  0.2264
H: 23.616 14.392 7.679  0.2020
H: 23.479 17.417 8.146  0.2067
H: 24.805 16.350 8.505  0.2165
H: 25.036 17.664 6.308  0.2332
H: 25.254 15.950 6.173  0.2107
H: 22.643 17.551 5.316  0.2356
H: 23.920 16.654 4.348  0.2303
H: 22.650 13.331 5.210  0.2525
H: 24.271 14.152 5.531  0.2064
H: 23.497 14.346 3.946  0.2367
N: 18.839 11.855 1.231  -1.1345
S: 19.811 10.849 1.550  2.4009
O: 19.746 9.465 0.978  -0.8784
O: 20.480 10.850 2.867  -0.9315
F: 20.841 11.616 0.482  -0.5320
S: 17.650 11.144 2.209  2.3413
O: 17.608 11.457 3.630  -0.8759
O: 17.154 9.845 1.855  -0.8540
F: 16.359 11.958 1.558  -0.5005
N: 19.494 15.377 -0.887  -1.1750
S: 20.078 16.606 -0.283  2.4822
O: 20.532 17.534 -1.281  -0.9355
O: 20.774 16.422 0.979  -0.9524
F: 18.689 17.305 0.166  -0.4988
S: 20.941 14.801 -1.568  2.3935
O: 22.190 14.904 -0.826  -0.8954
O: 20.952 14.910 -3.004  -0.8861
F: 20.632 13.243 -1.390  -0.4971
N: 15.311 16.937 2.841  -1.0944
S: 16.558 17.122 3.651  2.4207
O: 17.616 17.915 2.942  -0.9143
O: 16.918 16.055 4.555  -0.9339
F: 15.872 18.217 4.645  -0.5331
S: 15.681 15.407 2.266  2.4013
O: 15.099 14.330 2.988  -0.8869
O: 16.957 15.197 1.559  -0.9313
F: 14.677 15.460 0.990  -0.5056
N: 17.173 13.028 -2.156  -1.0513
S: 15.826 12.404 -1.784  2.3484
O: 15.745 11.120 -1.108  -0.8777
O: 14.685 12.795 -2.743  -0.9091
F: 15.668 13.460 -0.568  -0.5182
S: 17.617 11.619 -3.066  2.2898
O: 16.851 11.210 -4.269  -0.8527
O: 18.559 10.727 -2.439  -0.8555
F: 18.767 12.570 -3.836  -0.5444

Cartesian forces (eV/Å) of the 2 atoms listed first:
Na -0.56 0.41 -0.14
C 0.46 0.59 -0.16

Charge: -2
Max |F| (eV/Å): 15.0
Energy above the lowest of the compared OMol25 structures with the same formula, charge and spin (kcal per mole): 107.97

=====

| no. | electronic energy (eV) |
| --- | --- |
| 1 | -88405.742 |
| 2 | -9676.630 |
| 3 | -162701.944 |